Model w:
Below is a gas-phase ion, CH5NO (charge +1), with properties calculated with wB97M-V/def2-TZVPD.

Computed properties:
- Kohn-Sham gap (spin up / spin down): 0.493 / 0.238 Ha
- Highest occupied orbital energy (spin up / spin down): -17.5 / -17.1 eV
- Total charge: +1
- Multiplicity: 2

Cartesian coordinates (Å):
O 0.81 0.21 0.95
H 0.46 0.85 1.62
C -0.44 -0.24 0.21
N -0.35 -0.12 -1.22
H -0.75 -1.29 0.43
H -1.13 0.38 0.69
H -0.61 0.80 -1.54
H 0.63 -0.15 -1.47

Atom charges from the natural (NBO) analysis, given in e for atoms 1 to 6: atom 1 (O): -0.62, atom 2 (H): 0.51, atom 3 (C): -0.02, atom 4 (N): -0.18, atom 5 (H): 0.26, atom 6 (H): 0.22

Model x:
Below is 2 unconnected molecules or ions with the total composition CH5NO, with properties calculated with wB97M-V/def2-TZVPD.

Computed properties:
- Kohn-Sham gap (spin up / spin down): 0.438 / 0.293 Ha
- Highest occupied orbital energy (spin up / spin down): -17.4 / -17.3 eV
- Total charge: +1
- Multiplicity: 2

Cartesian coordinates (Å):
C -0.73 -0.81 -0.75
N -1.27 0.29 -0.59
H -1.18 -1.58 -1.40
H 0.18 -1.09 -0.27
H -0.89 0.99 0.11
H 1.18 0.44 1.72
H 1.68 1.18 0.40
O 1.03 0.58 0.79

Atom charges from the natural (NBO) analysis, given in e for atoms 1 to 6: atom 1 (C): 0.00, atom 2 (N): -0.13, atom 3 (H): 0.29, atom 4 (H): 0.31, atom 5 (H): 0.47, atom 6 (H): 0.51

Most stable to least stable, the ends of the list are model x and model w.

Model w:
Below is 2 unconnected molecules or ions with the total composition C3H4IN2P, with properties calculated with wB97M-V/def2-TZVPD.

Computed properties:
- Kohn-Sham gap (spin up / spin down): 0.342 / 0.161 Ha
- Highest occupied orbital energy (spin up / spin down): -10.2 / -7.6 eV
- Total charge: 0

Cartesian coordinates (Å):
C -0.04 -1.06 -0.83
C -0.43 -0.91 0.52
C 0.83 -0.04 -1.06
N 0.15 0.03 1.13
N 0.87 0.66 0.22
P 1.73 2.02 0.38
I -4.33 0.02 0.31
H -0.42 -1.76 -1.58
H -1.00 -1.73 1.13
H 1.46 0.38 -1.86
H 1.19 2.41 1.63

Atom charges from the natural (NBO) analysis, given in e for atoms 1 to 6: atom 1 (C): -0.33, atom 2 (C): -0.03, atom 3 (C): -0.05, atom 4 (N): -0.25, atom 5 (N): -0.51, atom 6 (P): 0.52

Model x:
Below is 2 unconnected molecules or ions with the total composition C3H4IN2P, with properties calculated with wB97M-V/def2-TZVPD.

Computed properties:
- Kohn-Sham gap (spin up / spin down): 0.320 / 0.180 Ha
- Highest occupied orbital energy (spin up / spin down): -9.8 / -8.0 eV
- Total charge: 0

Cartesian coordinates (Å):
C 0.39 0.98 -0.51
C 0.45 0.55 0.84
C -0.46 0.13 -1.12
N -0.25 -0.54 0.99
N -0.85 -0.80 -0.22
P -1.81 -2.15 0.01
I 3.76 -0.34 0.01
H 0.91 1.78 -0.91
H 1.26 0.86 1.57
H -1.03 0.24 -2.06
H -0.89 -2.55 1.10

Atom charges from the natural (NBO) analysis, given in e for atoms 1 to 6: atom 1 (C): -0.33, atom 2 (C): -0.04, atom 3 (C): -0.03, atom 4 (N): -0.29, atom 5 (N): -0.49, atom 6 (P): 0.53

Most stable to least stable, the ends of the list are model w and model x.

Model w:
Below is C17H26N4O4 in the gas phase, with properties calculated with wB97M-V/def2-TZVPD.

Computed properties:
- Kohn-Sham gap: 0.358 Ha
- Highest occupied orbital energy: -9.0 eV
- Total charge: 0
- SMILES string: CC1CCN(C(=O)c2[nH]cnc2C(=O)NCC(=O)OC(C)(C)C)CC1

Cartesian coordinates (Å):
C -1.86 -4.75 1.18
C -1.64 -3.52 0.29
C -1.24 -2.30 1.12
C -1.04 -1.07 0.23
N -2.23 -0.82 -0.54
C -2.96 0.31 -0.54
O -4.07 0.40 -1.06
C -2.41 1.51 0.13
N -3.24 2.29 0.88
C -2.53 3.38 1.28
N -1.31 3.34 0.83
C -1.21 2.19 0.09
C 0.04 1.86 -0.61
O 0.15 0.96 -1.42
N 1.07 2.68 -0.29
C 2.40 2.29 -0.63
C 2.76 0.98 0.10
O 2.15 0.59 1.06
O 3.80 0.40 -0.48
C 4.29 -0.89 -0.02
C 3.19 -1.93 -0.13
C 5.43 -1.21 -0.99
C 4.81 -0.77 1.41
C -2.66 -1.94 -1.35
C -2.90 -3.18 -0.50
H -0.95 -4.98 1.73
H -2.13 -5.61 0.58
H -2.65 -4.56 1.90
H -0.83 -3.74 -0.41
H -2.03 -2.09 1.85
H -0.32 -2.49 1.67
H -0.80 -0.21 0.84
H -0.21 -1.24 -0.46
H -4.22 2.09 1.03
H -2.94 4.15 1.89
H 0.91 3.30 0.49
H 2.46 2.09 -1.71
H 3.11 3.07 -0.36
H 3.59 -2.92 0.09
H 2.39 -1.72 0.57
H 2.77 -1.93 -1.14
H 6.19 -0.43 -0.94
H 5.88 -2.16 -0.73
H 5.06 -1.25 -2.01
H 4.00 -0.53 2.09
H 5.57 0.01 1.47
H 5.25 -1.72 1.71
H -3.58 -1.64 -1.87
H -1.88 -2.14 -2.09
H -3.72 -2.99 0.20
H -3.19 -4.01 -1.14

Atom charges from the natural (NBO) analysis, given in e for atoms 1 to 6: atom 1 (C): -0.60, atom 2 (C): -0.22, atom 3 (C): -0.40, atom 4 (C): -0.21, atom 5 (N): -0.40, atom 6 (C): 0.65

Model x:
Below is a molecular structure, C17H26N4O4, with properties calculated with wB97M-V/def2-TZVPD.

Computed properties:
- Kohn-Sham gap: 0.336 Ha
- Highest occupied orbital energy: -8.8 eV
- Total charge: 0

Cartesian coordinates (Å):
C 1.03 4.43 -1.93
C 1.71 2.93 -2.03
C 0.68 1.78 -1.94
C 1.41 0.50 -1.97
C 0.53 -0.67 -2.15
C 1.04 -1.82 -1.67
C 0.07 -2.96 -1.89
H -0.02 -3.30 -2.79
H 0.83 -4.03 -1.44
C -1.17 -3.18 -1.00
N -2.23 -2.35 -1.38
C -2.64 -1.44 -0.66
O -3.60 -0.79 -1.16
N -2.07 -1.49 0.50
C -0.93 -2.50 0.38
O -0.31 -2.53 1.25
C -2.30 -0.55 1.34
H -3.30 -0.07 1.32
H -2.22 -1.24 2.55
C -1.34 0.69 1.57
O -1.49 1.74 1.42
N -0.04 0.36 1.79
C 1.08 1.03 1.78
N 2.23 0.64 1.72
O 3.39 1.37 1.83
C 2.49 2.61 1.64
C 1.21 2.44 1.46
H 0.35 3.04 1.79
C 3.25 4.09 1.59
H 4.16 3.84 1.03
H 2.72 4.69 1.27
H 3.66 4.22 2.63
H 0.19 -0.83 1.80
H -2.56 -2.60 -2.60
C -1.60 -4.56 -0.76
H -1.75 -5.18 -1.45
H -2.49 -4.73 -0.23
H -1.14 -4.94 -0.03
H 1.36 -1.83 -0.51
H 1.89 -1.92 -2.07
H -0.59 -0.30 -1.39
H -0.16 -0.41 -2.90
H 2.03 0.58 -1.04
H 2.14 0.51 -2.90
H 0.20 2.09 -1.06
H 0.08 1.87 -2.99
H 2.39 2.89 -1.26
H 2.32 2.92 -3.07
H 0.59 4.42 -0.93
H 0.51 4.71 -2.69
H 1.90 5.16 -1.87

Atom charges from the natural (NBO) analysis, given in e for atoms 1 to 6: atom 1 (C): -0.59, atom 2 (C): -0.36, atom 3 (C): -0.41, atom 4 (C): -0.41, atom 5 (C): -0.35, atom 6 (C): -0.43

Most stable to least stable, the ends of the list are model w and model x.